Below is a molecular structure, C23H45Cl3GdN2O4PSi, with properties calculated with ωB97M-V/def2-TZVPD.

CARTESIAN COORDINATES (ANGSTROEM)
C: 4.541 2.888 -1.225
C: 3.268 2.874 -0.408
H: 5.163 3.771 -1.011
H: 4.258 2.988 -2.268
H: 5.136 2.009 -1.075
C: 2.545 4.010 -0.327
C: 2.931 5.285 -0.980
H: 1.528 4.048 0.127
H: 2.782 5.225 -2.071
H: 3.992 5.560 -0.825
H: 2.294 6.134 -0.693
Gd: -1.528 -1.718 -0.053
Cl: 0.690 -2.569 1.356
Cl: -1.491 -2.707 -2.589
H: -3.562 -5.579 -0.959
H: -0.718 -7.445 0.365
C: -2.627 -5.707 -1.535
C: -0.578 -6.860 -0.558
N: -1.493 -5.708 -0.596
H: -2.496 -4.840 -2.209
C: -1.364 -4.694 0.206
O: -2.290 -3.816 0.324
H: 0.476 -6.511 -0.588
H: -0.403 -4.657 0.782
H: -2.581 -6.646 -2.102
H: -0.762 -7.490 -1.431
H: -0.431 1.944 -2.642
H: -1.025 4.247 -1.057
C: -1.532 1.993 -2.658
C: -2.058 3.883 -1.108
N: -2.055 2.442 -1.367
H: -1.891 0.981 -2.912
C: -2.557 1.548 -0.520
O: -2.596 0.306 -0.725
H: -2.545 4.015 -0.133
H: -2.932 1.995 0.418
H: -1.821 2.691 -3.446
H: -2.607 4.413 -1.897
O: 2.376 1.369 -1.052
C: 2.807 1.567 0.252
C: 0.523 2.406 1.002
C: 1.701 1.696 1.302
H: 0.328 2.668 -0.047
C: -0.375 2.778 2.006
H: 3.649 0.912 0.509
C: 1.732 0.967 2.502
H: -1.224 3.453 1.788
C: -0.079 2.348 3.293
C: 0.841 1.325 3.509
H: 2.421 0.119 2.634
H: -0.665 2.727 4.135
H: 0.874 0.865 4.496
Si: 2.157 -0.340 -2.298
Cl: 0.217 -0.155 -0.705
C: 1.084 -0.316 -3.780
C: 2.632 -2.079 -1.709
C: 3.761 0.488 -2.784
H: 0.055 -0.664 -3.644
H: 1.552 -0.987 -4.507
H: 1.077 0.687 -4.219
H: 3.494 1.516 -3.068
H: 4.267 0.011 -3.624
H: 4.429 0.459 -1.922
H: 3.089 -2.097 -0.712
H: 3.380 -2.411 -2.457
H: 1.773 -2.755 -1.732
C: -1.627 -1.653 4.412
P: -2.731 -0.929 3.156
C: -3.938 -2.188 2.704
C: -3.509 0.557 3.743
O: -1.999 -0.575 1.881
H: -0.850 -2.236 3.851
H: -2.201 -2.278 5.104
H: -1.148 -0.817 4.959
H: -4.553 -2.341 3.610
H: -4.568 -1.834 1.876
H: -3.454 -3.129 2.380
H: -2.774 1.142 4.303
H: -3.824 1.127 2.857
H: -4.364 0.295 4.381

Atomic forces in eV per Å
C -0.2 1.0 0.6
C 0.9 2.1 2.4
H -0.2 -0.2 0.2
H 0.3 -0.1 -0.1
H 0.3 -0.3 0.0
C -0.8 0.1 0.6
C 0.2 0.6 -1.0
H 1.5 0.0 -0.1
H 0.2 0.0 -0.1
H -0.5 0.0 0.0
H 0.3 -0.3 0.3
Gd 0.2 0.3 -0.3
Cl -0.4 -0.2 0.2
Cl 0.0 0.2 0.2
H 0.4 -0.3 -0.5
H -0.1 0.1 -0.4
C 0.0 0.1 0.1
C 0.6 0.5 0.2
N -0.3 -0.8 -0.8
H -0.2 -0.5 0.3
C -0.3 0.4 0.9
O 1.2 -1.6 0.3
H -0.6 -0.2 0.0
H -0.9 0.2 -0.2
H -0.3 0.3 0.2
H 0.1 0.1 0.2
H -0.4 0.1 0.2
H -0.2 0.0 0.0
C 0.6 -0.4 -0.3
C 0.0 -0.7 0.4
N -0.2 -0.4 -0.6
H 0.0 0.5 0.3
C 0.1 -1.1 -0.1
O -0.7 1.9 0.1
H 0.1 0.3 -0.3
H 0.1 -0.2 -0.2
H -0.2 0.0 0.1
H 0.1 -0.1 0.2
O -2.6 -3.8 -2.3
C -0.4 1.5 -1.1
C -0.1 0.2 -0.1
C -0.1 -1.1 -0.3
H 0.2 -0.2 0.7
C 0.7 0.1 -0.5
H -0.2 0.0 0.5
C 0.2 0.4 -0.2
H 0.6 -0.5 0.2
C -0.9 -0.4 0.6
C 0.0 0.4 0.2
H -0.1 0.7 0.0
H 0.1 -0.2 -0.2
H 0.2 0.0 -0.2
Si 1.9 1.2 2.1
Cl 1.1 0.8 -0.7
C -0.9 0.2 -0.4
C -0.1 0.4 -0.4
C 0.0 -0.7 -1.2
H 0.2 0.1 0.1
H 0.1 0.0 0.0
H 0.0 -0.1 0.0
H 0.4 -0.5 0.1
H 0.1 -0.1 -0.2
H -0.1 0.1 -0.3
H -0.2 0.0 -0.2
H -0.3 0.0 0.4
H 0.1 0.0 0.1
C 0.1 0.4 -0.4
P 1.2 -0.7 -1.3
C -0.5 -0.1 0.8
C -0.5 0.0 0.4
O 0.0 0.1 0.5
H -0.6 0.4 0.5
H 0.2 0.0 -0.1
H -0.1 -0.5 -0.3
H 0.0 -0.3 -0.5
H 0.1 0.1 0.3
H -0.1 0.5 0.3
H -0.1 0.0 -0.1
H 0.0 -0.2 0.3
H 0.1 0.4 -0.1

* relative energy (zero: lowest compared OMol25 entry of this formula, charge and spin): 0.0000 eV
* E_LUMO (alpha / beta): 0.1 / -2.1 eV
* Kohn-Sham gap (alpha / beta): 0.238 / 0.148 Eh
* total charge: 0
* highest occupied orbital energy (alpha / beta): -6.37 / -6.11 eV
* multiplicity: 8

***

Below is 2 unconnected molecules or ions with the total composition C3H7BrNO, with properties calculated with ωB97M-V/def2-TZVPD.

CARTESIAN COORDINATES (ANGSTROEM)
C: 2.504 0.526 -0.593
C: -1.473 -0.710 1.221
C: -1.528 -0.190 -0.108
N: -0.702 0.580 -0.736
O: 1.672 0.450 0.287
Br: 4.124 -0.567 -0.578
H: -2.426 -0.484 1.799
H: -1.311 -1.795 1.029
H: -0.575 -0.203 1.739
H: -2.185 -0.499 -0.865
H: -0.788 0.809 -1.705
H: -0.017 0.795 -0.239
H: 2.704 1.288 -1.249

Atomic forces in eV per Å
C 0.8 -2.3 4.2
C 1.2 1.1 1.7
C 0.0 0.8 -3.2
N -7.5 -3.0 -2.6
O 1.2 0.0 -1.9
Br -1.0 0.2 -0.1
H 1.1 -0.6 -0.8
H -0.2 0.4 0.7
H -1.4 -1.2 -0.4
H -2.0 -1.0 -0.1
H -0.1 0.1 -0.4
H 8.3 3.4 4.8
H -0.3 2.0 -2.1

* relative energy (zero: lowest compared OMol25 entry of this formula, charge and spin): 1.5922 eV
* E_LUMO: -4.8 eV
* Kohn-Sham gap: 0.350 Eh
* total charge: +1
* highest occupied orbital energy: -14.28 eV

***

Below is a gas-phase ion, C7H17N (charge +1), with properties calculated with ωB97M-V/def2-TZVPD.

CARTESIAN COORDINATES (ANGSTROEM)
C: 0.118 -0.025 -1.726
C: -0.382 0.584 -3.037
C: -0.838 0.386 -0.597
N: -0.350 0.651 0.741
C: -0.893 -0.038 1.923
C: -1.264 -1.504 1.627
C: 1.054 0.986 0.879
C: 2.056 -0.172 0.954
H: 0.006 -1.098 -1.870
H: 1.156 0.154 -1.551
H: -0.959 -0.124 -3.634
H: -0.769 1.593 -2.921
H: 0.383 0.729 -3.813
H: -1.269 1.346 -0.912
H: -1.700 -0.250 -0.561
H: -1.849 0.455 2.079
H: -0.189 0.110 2.722
H: -1.344 -1.740 0.576
H: -0.503 -2.164 2.042
H: -2.126 -1.794 2.226
H: 1.427 1.717 0.172
H: 1.098 1.470 1.846
H: 2.259 -0.577 -0.034
H: 1.851 -0.956 1.682
H: 3.026 0.262 1.188

Atomic forces in eV per Å
C -0.8 -0.7 -0.6
C 1.1 0.1 -1.4
C -0.5 1.4 -0.1
N 1.9 -2.2 -0.6
C -1.2 0.1 -1.6
C 0.9 -0.6 1.2
C 0.4 0.9 1.2
C 0.5 -0.2 -0.7
H 0.3 -0.2 0.4
H 0.5 0.5 0.2
H -1.0 0.4 0.6
H -0.7 -0.2 0.0
H 0.6 0.0 0.7
H 0.0 0.3 0.1
H -0.4 -0.4 0.2
H -0.1 0.4 0.6
H -0.1 0.0 0.4
H -0.4 0.0 0.0
H 0.4 0.1 -0.2
H -0.4 0.2 -0.5
H -0.5 0.0 -0.5
H 0.1 0.3 0.3
H -0.4 -0.5 0.1
H -0.2 0.1 -0.1
H -0.1 0.2 0.4

* relative energy (zero: lowest compared OMol25 entry of this formula, charge and spin): 0.4905 eV
* E_LUMO (alpha / beta): -2.5 / -6.8 eV
* Kohn-Sham gap (alpha / beta): 0.463 / 0.318 Eh
* total charge: +1
* highest occupied orbital energy (alpha / beta): -15.09 / -15.41 eV
* multiplicity: 2

***

Below is a molecular structure, C8H16NO3S4Ti, with properties calculated with ωB97M-V/def2-TZVPD.

CARTESIAN COORDINATES (ANGSTROEM)
Ti: 4.636 1.968 10.126
C: 3.758 -1.450 10.985
C: 3.638 -1.476 9.486
S: 3.248 0.241 8.643
C: 3.520 -0.124 6.859
C: 4.291 1.014 6.220
S: 5.788 1.552 7.028
C: 6.884 0.083 6.940
C: 7.463 -0.439 8.285
S: 7.499 0.768 9.646
C: 7.883 -0.470 10.991
C: 6.734 -1.367 11.293
S: 5.190 -0.384 11.602
H: 3.718 -2.398 11.530
H: 2.968 -1.054 11.625
H: 2.742 -1.941 9.102
H: 4.539 -1.810 8.920
H: 2.574 -0.389 6.382
H: 4.164 -0.941 6.832
H: 3.671 1.968 6.190
H: 4.553 0.776 5.128
H: 7.599 0.568 6.272
H: 6.286 -0.727 6.496
H: 8.534 -0.600 8.218
H: 7.025 -1.420 8.628
H: 8.201 0.070 11.927
H: 8.739 -0.956 10.675
H: 6.808 -1.895 12.207
H: 6.555 -2.093 10.497
O: 4.388 3.227 8.669
N: 5.132 4.211 9.375
O: 3.385 2.233 11.152
O: 5.880 3.536 10.201

Atomic forces in eV per Å
Ti -1.4 -0.7 1.8
C 0.9 0.8 1.5
C -0.3 1.3 -1.6
S -0.2 -0.8 1.1
C 0.1 1.2 0.9
C -0.9 1.4 -1.9
S 0.0 0.2 0.6
C -0.6 0.3 0.5
C 0.2 -0.4 0.1
S -0.3 -0.2 0.9
C -0.8 2.7 1.1
C -1.6 0.1 -0.9
S -0.9 -0.6 -0.5
H 1.0 -0.6 -0.8
H -0.6 1.0 -1.0
H 0.0 -0.9 0.4
H -0.6 0.0 0.8
H 0.1 0.3 0.1
H 0.9 -1.8 0.0
H 0.7 -1.1 0.0
H -0.5 0.2 1.5
H 0.5 -1.2 0.1
H 0.6 0.3 -0.3
H 0.1 -0.5 -0.7
H 0.1 1.2 -0.5
H -0.4 -0.1 -1.1
H 1.6 -1.4 -0.7
H 0.6 -0.6 0.8
H -0.1 0.1 0.1
O -0.4 2.1 -1.1
N -0.3 -3.2 0.1
O 2.2 -0.6 -1.6
O 0.5 1.5 0.4

* E_LUMO (alpha / beta): -4.0 / -7.1 eV
* Kohn-Sham gap (alpha / beta): 0.294 / 0.183 Eh
* total charge: +1
* highest occupied orbital energy (alpha / beta): -12.03 / -12.10 eV
* multiplicity: 3

***

Below is a single CH4N4S molecule, with properties calculated with ωB97M-V/def2-TZVPD.

CARTESIAN COORDINATES (ANGSTROEM)
C: 0.215 -0.634 -0.706
N: 0.027 -0.776 1.561
N: 2.288 0.469 0.832
N: -0.394 -0.287 0.552
N: -1.384 0.742 0.316
S: 2.051 0.134 -0.570
H: 0.411 -1.737 -0.802
H: -0.258 -0.452 -1.552
H: -1.582 1.061 -0.616
H: -1.374 1.479 0.985

Atomic forces in eV per Å
C 3.4 -2.7 2.8
N -1.2 1.1 0.3
N 0.3 0.3 0.4
N 0.8 -1.0 -1.4
N -0.8 -0.1 1.1
S -0.9 -0.4 -0.5
H 0.0 0.9 0.8
H -2.4 1.9 -3.8
H 0.6 -0.3 -0.3
H 0.2 0.3 0.7

* relative energy (zero: lowest compared OMol25 entry of this formula, charge and spin): 4.9351 eV
* E_LUMO: -0.9 eV
* Kohn-Sham gap: 0.271 Eh
* total charge: 0
* highest occupied orbital energy: -8.31 eV

***

Below is 2 unconnected molecules or ions with the total composition CH4NO2P, with properties calculated with ωB97M-V/def2-TZVPD.

CARTESIAN COORDINATES (ANGSTROEM)
N: 2.132 0.762 -0.204
C: 1.788 -0.085 0.610
O: 1.567 -1.037 1.219
H: 1.576 0.895 -1.032
O: -0.679 0.590 0.137
P: -2.069 -0.282 -0.175
H: -0.957 1.484 -0.023
H: -1.572 -0.982 -1.222
H: -1.786 -1.346 0.689

Atomic forces in eV per Å
N 0.3 0.0 1.1
C 0.3 0.1 -2.7
O -0.1 -0.3 1.5
H -0.1 0.1 0.1
O -0.6 -0.3 -0.1
P -0.3 0.4 0.9
H 0.3 0.9 0.1
H 0.3 -0.9 -1.3
H -0.1 -0.2 0.3

* relative energy (zero: lowest compared OMol25 entry of this formula, charge and spin): 1.4006 eV
* SMILES string: N=C=O.OP
* E_LUMO: 0.4 eV
* Kohn-Sham gap: 0.382 Eh
* total charge: 0
* highest occupied orbital energy: -9.98 eV

***

Below is a single C7H12N2O6 molecule, with properties calculated with ωB97M-V/def2-TZVPD.

CARTESIAN COORDINATES (ANGSTROEM)
N: -1.636 1.652 0.879
C: -1.518 0.231 1.120
C: -2.749 -0.516 0.589
C: -3.101 -0.256 -0.870
O: -2.757 0.742 -1.469
O: -3.871 -1.212 -1.431
C: -0.268 -0.348 0.443
O: -0.419 -1.023 -0.548
N: 0.896 0.078 0.933
C: 2.188 -0.054 0.357
C: 2.508 -1.512 -0.031
O: 3.866 -1.715 -0.301
C: 2.418 0.934 -0.790
O: 3.347 0.843 -1.556
O: 1.593 1.991 -0.792
H: -0.959 2.225 1.352
H: -1.714 1.882 -0.081
H: -1.393 0.057 2.222
H: -3.570 -0.039 1.137
H: -2.730 -1.595 0.787
H: -3.918 -1.027 -2.398
H: 0.799 0.660 1.749
H: 2.924 0.278 1.079
H: 2.235 -2.146 0.798
H: 1.807 -1.756 -0.844
H: 4.124 -1.065 -0.971
H: 1.898 2.690 -1.364

Atomic forces in eV per Å
N -0.4 0.1 1.3
C 0.7 -0.4 0.3
C -0.7 0.3 0.2
C 0.9 0.7 -0.1
O -0.4 -0.7 0.0
O 0.3 0.1 -0.4
C -1.4 0.4 -0.6
O 0.6 -0.8 -0.8
N 0.0 0.4 1.5
C 0.2 0.0 -0.7
C -0.6 0.5 -0.5
O 0.1 0.2 -0.2
C 0.7 0.2 -0.5
O -0.2 -0.2 0.1
O -0.7 -0.6 1.1
H 0.2 0.0 0.0
H 0.0 0.1 -0.9
H -0.5 0.1 -0.7
H -0.2 -0.4 0.1
H 0.0 0.4 0.0
H 0.0 0.1 0.9
H 0.3 0.0 -0.1
H 0.2 -0.1 0.4
H 0.0 -0.1 0.4
H 0.5 -0.2 -0.1
H 0.0 -0.1 0.0
H 0.4 0.2 -0.7

* relative energy (zero: lowest compared OMol25 entry of this formula, charge and spin): 0.4645 eV
* SMILES string: N[C@@H](CC(=O)O)C(=O)N[C@@H](CO)C(=O)O
* E_LUMO: 0.3 eV
* Kohn-Sham gap: 0.346 Eh
* total charge: 0
* highest occupied orbital energy: -9.08 eV

***

Below is a single C19H22N2O3S2 molecule, with properties calculated with ωB97M-V/def2-TZVPD.

CARTESIAN COORDINATES (ANGSTROEM)
O: 3.253 0.277 -0.101
C: 2.092 0.003 0.148
C: 0.983 1.035 -0.001
C: 0.731 1.718 1.351
C: -0.152 2.964 1.141
N: -0.815 2.939 -0.145
S: -2.079 1.844 -0.214
O: -2.040 0.898 0.868
O: -2.210 1.341 -1.549
C: -3.433 2.938 0.110
C: -4.215 2.999 1.222
C: -5.177 4.029 1.144
C: -5.094 4.724 -0.022
S: -3.847 4.134 -1.049
C: 0.100 2.969 -1.272
C: 1.351 2.115 -1.019
N: 1.730 -1.212 0.615
C: 0.392 -1.704 0.858
C: -0.032 -2.587 -0.315
C: 1.004 -3.646 -0.575
C: 0.670 -4.795 -1.284
C: 1.611 -5.776 -1.530
C: 2.906 -5.619 -1.063
C: 3.248 -4.480 -0.360
C: 2.308 -3.486 -0.114
C: 2.723 -2.265 0.665
H: 0.070 0.549 -0.353
H: 1.689 2.009 1.786
H: 0.238 1.025 2.032
H: -0.931 3.021 1.902
H: 0.442 3.880 1.179
H: -4.100 2.320 2.047
H: -5.892 4.238 1.919
H: -5.698 5.550 -0.341
H: -0.463 2.590 -2.125
H: 0.366 4.014 -1.463
H: 2.169 2.716 -0.622
H: 1.694 1.660 -1.948
H: -0.324 -0.900 1.012
H: 0.428 -2.308 1.773
H: -1.000 -3.047 -0.107
H: -0.149 -1.965 -1.209
H: -0.342 -4.914 -1.642
H: 1.336 -6.663 -2.082
H: 3.647 -6.382 -1.249
H: 4.257 -4.350 0.003
H: 3.654 -1.856 0.264
H: 2.900 -2.548 1.713

Atomic forces in eV per Å
O 0.2 0.2 -0.1
C -0.3 0.3 -0.1
C 0.4 0.1 -0.1
C -0.1 -0.1 0.0
C 0.0 0.0 0.6
N -0.8 -0.7 -0.2
S -0.7 0.7 0.2
O 0.1 0.2 0.2
O 0.2 0.2 -0.2
C 0.3 -0.2 -0.3
C 0.3 -0.3 -0.1
C 0.0 0.1 -0.1
C 0.3 -0.2 -0.2
S -0.3 0.1 0.3
C 0.2 0.0 -0.6
C -0.1 -0.2 0.1
N 0.1 -0.5 0.2
C -0.4 0.0 -0.2
C 0.0 0.1 0.2
C 0.0 0.0 0.0
C 0.1 0.0 0.0
C -0.1 -0.1 0.0
C 0.1 0.0 0.0
C -0.1 0.0 0.0
C -0.1 0.0 0.0
C 0.4 0.1 0.1
H 0.2 -0.1 0.1
H 0.0 0.0 0.0
H 0.1 0.0 0.1
H 0.2 0.1 0.1
H -0.1 0.0 0.0
H 0.0 -0.1 0.2
H -0.1 0.1 0.1
H -0.1 0.2 -0.1
H 0.2 0.1 -0.1
H -0.1 -0.1 0.0
H 0.0 0.0 0.0
H 0.1 0.1 0.0
H 0.1 0.0 0.0
H -0.1 0.1 0.0
H 0.0 0.0 0.0
H -0.1 0.0 0.0
H -0.1 0.0 0.0
H 0.0 -0.1 0.0
H 0.1 -0.1 0.0
H 0.1 0.0 0.0
H -0.1 -0.1 0.1
H 0.0 0.0 -0.1

* relative energy (zero: lowest compared OMol25 entry of this formula, charge and spin): 0.8282 eV
* SMILES string: O=C(C1CCN(S(=O)(=O)c2cccs2)CC1)N1CCc2ccccc2C1
* E_LUMO: 0.5 eV
* Kohn-Sham gap: 0.348 Eh
* total charge: 0
* highest occupied orbital energy: -8.96 eV

***

Copy entry 3 word for word.
Below is a gas-phase ion, C7H17N (charge +1), with properties calculated with ωB97M-V/def2-TZVPD.

CARTESIAN COORDINATES (ANGSTROEM)
C: 0.118 -0.025 -1.726
C: -0.382 0.584 -3.037
C: -0.838 0.386 -0.597
N: -0.350 0.651 0.741
C: -0.893 -0.038 1.923
C: -1.264 -1.504 1.627
C: 1.054 0.986 0.879
C: 2.056 -0.172 0.954
H: 0.006 -1.098 -1.870
H: 1.156 0.154 -1.551
H: -0.959 -0.124 -3.634
H: -0.769 1.593 -2.921
H: 0.383 0.729 -3.813
H: -1.269 1.346 -0.912
H: -1.700 -0.250 -0.561
H: -1.849 0.455 2.079
H: -0.189 0.110 2.722
H: -1.344 -1.740 0.576
H: -0.503 -2.164 2.042
H: -2.126 -1.794 2.226
H: 1.427 1.717 0.172
H: 1.098 1.470 1.846
H: 2.259 -0.577 -0.034
H: 1.851 -0.956 1.682
H: 3.026 0.262 1.188

Atomic forces in eV per Å
C -0.8 -0.7 -0.6
C 1.1 0.1 -1.4
C -0.5 1.4 -0.1
N 1.9 -2.2 -0.6
C -1.2 0.1 -1.6
C 0.9 -0.6 1.2
C 0.4 0.9 1.2
C 0.5 -0.2 -0.7
H 0.3 -0.2 0.4
H 0.5 0.5 0.2
H -1.0 0.4 0.6
H -0.7 -0.2 0.0
H 0.6 0.0 0.7
H 0.0 0.3 0.1
H -0.4 -0.4 0.2
H -0.1 0.4 0.6
H -0.1 0.0 0.4
H -0.4 0.0 0.0
H 0.4 0.1 -0.2
H -0.4 0.2 -0.5
H -0.5 0.0 -0.5
H 0.1 0.3 0.3
H -0.4 -0.5 0.1
H -0.2 0.1 -0.1
H -0.1 0.2 0.4

* relative energy (zero: lowest compared OMol25 entry of this formula, charge and spin): 0.4905 eV
* E_LUMO (alpha / beta): -2.5 / -6.8 eV
* Kohn-Sham gap (alpha / beta): 0.463 / 0.318 Eh
* total charge: +1
* highest occupied orbital energy (alpha / beta): -15.09 / -15.41 eV
* multiplicity: 2

***

Q: Which formula does entry 5 have?
A: CH4N4S

***

Q: What is the total charge in the second record?
A: +1